Formula: C3H9NO
Source: the OMol25 dataset
Level of theory: wB97M-V/def2-TZVPD

Highest occupied orbital energy, Ha: -0.350
E_tot, hartree: -249.6324
HOMO-LUMO gap, eV: 10.6
Structure (SMILES): C=NCC.O
Largest force on an atom, eV/A: 3.844

Element x y z (Å)
C: -0.5042 -0.7451 1.6739
N: -0.8317 -0.1187 0.5591
C: -0.1322 1.2528 0.2659
C: 0.6492 1.4088 -1.0593
H: 0.0563 -0.4313 2.5560
H: -0.8240 -1.7808 1.6905
H: 0.5550 1.4864 1.1504
H: -0.9880 1.9938 0.3308
H: 0.3421 0.5832 -1.7400
H: 1.7366 1.2727 -0.8824
H: 0.5012 2.3605 -1.5625
O: 0.0351 -2.5771 -0.7112
H: -0.9422 -2.4073 -0.7537
H: 0.3467 -2.2980 -1.5175

In the Mulliken picture, each atom carries the following charge in e: -0.220 -0.396 -0.237 -0.938 0.278 0.214 0.259 0.254 0.240 0.262 0.311 -0.633 0.338 0.268

=====

Formula: C3H9NO
Source: the OMol25 dataset
Level of theory: wB97M-V/def2-TZVPD

Highest occupied orbital energy, Ha: -0.331
E_tot, hartree: -249.6506
HOMO-LUMO gap, eV: 10.1
Structure (SMILES): CNCOC
Largest force on an atom, eV/A: 1.557

Element x y z (Å)
C: 0.7036 1.2717 -1.2959
N: -0.5353 1.3111 -0.5131
C: -0.6877 0.2634 0.4738
O: -0.0680 -0.9541 0.0765
C: 0.4649 -1.7015 1.1455
H: 0.9357 2.2939 -1.6098
H: 1.4342 0.8158 -0.6346
H: 0.6252 0.7533 -2.2525
H: -1.3551 1.2326 -1.1005
H: -0.1764 0.6025 1.3819
H: -1.7298 0.0654 0.7150
H: -0.3572 -2.0897 1.7450
H: 1.1347 -1.0529 1.7481
H: 1.1911 -2.4268 0.7828

In the Mulliken picture, each atom carries the following charge in e: -0.691 -0.396 -0.453 -0.348 -0.678 0.259 0.263 0.240 0.260 0.361 0.325 0.278 0.312 0.268

=====

Formula: C3H9NO
Source: the OMol25 dataset
Level of theory: wB97M-V/def2-TZVPD

Highest occupied orbital energy, Ha: -0.356
E_tot, hartree: -249.5983
HOMO-LUMO gap, eV: 10.6
Structure (SMILES): C=C.NCO
Largest force on an atom, eV/A: 4.961

Element x y z (Å)
C: -3.0517 3.1439 -2.5804
C: -1.9199 3.5084 -3.0696
H: -3.3523 3.1921 -1.4686
H: -3.8659 2.7865 -3.1819
H: -1.1930 3.8521 -2.1877
H: -1.8896 3.5317 -4.0973
N: 2.6079 -2.4998 2.8165
C: 1.8398 -1.9035 1.7416
O: 1.0237 -2.9840 1.1339
H: 1.9845 -2.9294 3.5930
H: 3.2336 -3.3485 2.3754
H: 1.2743 -1.1239 2.2038
H: 2.4007 -1.4531 0.9580
H: 0.9079 -3.7725 1.7634

In the Mulliken picture, each atom carries the following charge in e: -0.512 -0.356 0.173 0.239 0.172 0.285 -0.657 -0.082 -0.589 0.255 0.261 0.240 0.262 0.310

=====

Formula: C3H9NO
Source: the OMol25 dataset
Level of theory: wB97M-V/def2-TZVPD

Highest occupied orbital energy (spin up / spin down), Ha: -0.491 / -0.491
Spin multiplicity: 2
E_tot, hartree: -249.2781
HOMO-LUMO gap (spin up / spin down), eV: 7.3 / 5.8
Net charge: +1
Largest force on an atom, eV/A: 7.442

Element x y z (Å)
C: 2.5018 -0.7445 -0.8282
O: 2.7052 0.7220 -0.9681
H: 2.0494 -1.1149 -1.8482
H: 1.7024 -0.6573 -0.0926
H: 3.2430 -1.3202 -0.3275
C: -2.0514 0.3893 0.2523
C: -1.4836 -0.7957 0.6451
N: -2.5970 1.3077 1.2357
H: -1.9694 0.6507 -0.7565
H: -0.4930 -1.1122 0.2513
H: -2.1517 -1.6828 1.0126
H: -2.0499 1.4553 2.0313
H: 3.6377 0.7695 -1.3460
H: -3.0438 2.1331 0.7389

In the Mulliken picture, each atom carries the following charge in e: -0.259 -0.514 0.244 -0.111 0.327 0.324 -0.558 -0.335 0.380 0.245 0.333 0.294 0.310 0.320

=====

Formula: C3H9NO2
Source: the OMol25 dataset
Level of theory: wB97M-V/def2-TZVPD

Highest occupied orbital energy, Ha: -0.359
E_tot, hartree: -324.9195
HOMO-LUMO gap, eV: 10.7
Structure (SMILES): C[C@@H](O)NCO
Largest force on an atom, eV/A: 2.616

Element x y z (Å)
C: -1.0358 -1.2567 -0.1370
C: -0.4962 0.0566 -0.6789
O: -1.6582 0.8304 -1.1571
N: 0.1051 0.9691 0.2471
C: 1.2316 0.3022 0.9717
O: 2.2365 -0.0677 0.0694
H: -0.2273 -1.9483 0.1198
H: -1.6709 -1.7411 -0.8860
H: -1.6591 -1.0929 0.7481
H: 0.1507 -0.1208 -1.5435
H: -1.2838 1.6872 -1.4190
H: -0.6075 1.2099 0.9350
H: 1.6425 1.0325 1.6755
H: 0.9268 -0.5641 1.5654
H: 2.3456 0.7038 -0.5105

In the Mulliken picture, each atom carries the following charge in e: -1.297 0.454 -0.583 -0.499 -0.443 -0.513 0.369 0.358 0.315 0.234 0.330 0.256 0.323 0.355 0.342

=====

Formula: C3H9NO2
Source: the OMol25 dataset
Level of theory: wB97M-V/def2-TZVPD

Highest occupied orbital energy, Ha: -0.316
E_tot, hartree: -324.9110
HOMO-LUMO gap, eV: 9.5
Structure (SMILES): CC(=O)O.CN
Largest force on an atom, eV/A: 5.291

Element x y z (Å)
C: -1.3239 -0.5716 1.4089
C: -1.3577 -0.6328 -0.0502
O: -1.2811 -1.6332 -0.7368
O: -1.7144 0.4678 -0.8035
H: -2.1074 -1.0810 1.9764
H: -1.2884 0.4775 1.7013
H: -0.4671 -1.1923 1.7147
H: -1.8328 0.2337 -1.7248
C: 1.7783 0.3139 -0.0118
N: 1.1129 1.0216 -1.0891
H: 1.2813 -0.6091 0.2890
H: 2.1695 0.8393 0.8510
H: 2.7135 -0.0868 -0.4036
H: 1.2406 2.0060 -1.2107
H: 1.0767 0.4470 -1.9108

In the Mulliken picture, each atom carries the following charge in e: -0.915 0.738 -0.605 -0.446 0.335 0.274 0.302 0.329 -0.734 -0.398 0.165 0.301 0.309 0.156 0.190

=====

Formula: C3H9NO2
Source: the OMol25 dataset
Level of theory: wB97M-V/def2-TZVPD

Highest occupied orbital energy, Ha: -0.315
E_tot, hartree: -324.8863
HOMO-LUMO gap, eV: 9.5
Structure (SMILES): C=CO.NCO
Largest force on an atom, eV/A: 1.804

Element x y z (Å)
C: -1.7594 0.3318 1.2881
C: -2.1124 -0.4238 0.2365
O: -1.5629 -0.3542 -0.9871
H: -1.9895 0.0361 2.3008
H: -1.4666 1.3689 1.1657
H: -2.9321 -1.1319 0.2929
H: -0.7977 0.2580 -0.9111
N: 1.9762 -0.1814 0.4300
C: 1.5034 -0.1723 -0.9310
O: 0.7684 1.0042 -1.2062
H: 1.2495 -0.3770 1.1060
H: 2.7680 -0.7925 0.5508
H: 2.4120 -0.1574 -1.5464
H: 0.9640 -1.0576 -1.2706
H: 0.9791 1.6490 -0.5186

In the Mulliken picture, each atom carries the following charge in e: -0.885 0.122 -0.524 0.247 0.281 0.380 0.363 -0.552 -0.241 -0.587 0.210 0.221 0.316 0.317 0.333

=====

Formula: C3H9NO2
Source: the OMol25 dataset
Level of theory: wB97M-V/def2-TZVPD

Highest occupied orbital energy, Ha: -0.358
E_tot, hartree: -324.9099
HOMO-LUMO gap, eV: 10.5
Structure (SMILES): NCCC=O.O
Largest force on an atom, eV/A: 2.456

Element x y z (Å)
N: -1.6576 -1.4928 1.4650
C: -1.4936 -0.0826 1.1295
C: -1.7317 0.1266 -0.3622
C: -0.7488 -0.5423 -1.3014
O: 0.4083 -0.2308 -1.3767
H: -0.8326 -1.8720 1.9247
H: -2.3010 -1.5674 2.1835
H: -2.2141 0.5543 1.6435
H: -0.5216 0.3107 1.4373
H: -1.6651 1.2007 -0.5386
H: -2.7346 -0.1831 -0.6472
H: -1.2439 -1.2695 -1.9573
O: 4.3726 1.8813 -0.0297
H: 4.6476 1.5090 0.8196
H: 3.4811 1.5408 -0.1559

In the Mulliken picture, each atom carries the following charge in e: -0.580 -0.420 -0.545 0.043 -0.472 0.228 0.212 0.329 0.299 0.288 0.306 0.312 -0.639 0.317 0.323

=====

Formula: C3H9NO2
Source: the OMol25 dataset
Level of theory: wB97M-V/def2-TZVPD

Highest occupied orbital energy, Ha: -0.355
E_tot, hartree: -324.9096
HOMO-LUMO gap, eV: 10.2
Structure (SMILES): CC(=O)O.CN
Largest force on an atom, eV/A: 3.827

Element x y z (Å)
C: -1.1955 1.4112 -0.5631
C: -0.1119 1.4762 -1.6391
O: -0.0706 2.0802 -2.6638
O: 0.9186 0.8082 -1.0528
H: -1.8357 2.3122 -0.7802
H: -0.8591 1.5744 0.4498
H: -1.8606 0.5504 -0.8411
H: 1.6751 0.5580 -1.6860
C: 0.2282 -1.6991 1.7370
N: 0.7310 -1.7443 0.3389
H: 0.9500 -1.4922 2.5352
H: -0.4482 -2.5694 1.7794
H: -0.3810 -0.8179 1.9678
H: 0.5258 -0.7973 -0.0426
H: 1.7338 -1.6505 0.4608

In the Mulliken picture, each atom carries the following charge in e: -0.907 0.639 -0.524 -0.468 0.314 0.309 0.264 0.323 -0.636 -0.634 0.312 0.250 0.196 0.310 0.253

=====

Formula: C3H9NO2
Source: the OMol25 dataset
Level of theory: wB97M-V/def2-TZVPD

Highest occupied orbital energy, Ha: -0.355
E_tot, hartree: -324.8958
HOMO-LUMO gap, eV: 10.2
Structure (SMILES): CNC(C)=O.O
Largest force on an atom, eV/A: 3.957

Element x y z (Å)
C: 0.3968 1.4373 -0.1284
N: 0.4394 0.9600 1.2711
C: 0.6823 -0.3644 1.5781
C: 0.4320 -1.3971 0.4135
O: 1.3814 -0.7479 2.4792
H: 0.3211 2.5462 -0.1369
H: -0.4239 0.9612 -0.6082
H: 1.3548 0.9773 -0.5489
H: -0.0298 1.5348 2.0331
H: 0.2791 -2.3809 0.9802
H: -0.6060 -1.1321 0.0374
H: 1.3538 -1.5711 -0.2324
O: -2.0407 -0.6112 -2.4724
H: -2.0071 0.2796 -2.9463
H: -1.5331 -0.4917 -1.7191

In the Mulliken picture, each atom carries the following charge in e: -0.527 -0.199 0.469 -0.827 -0.548 0.311 0.056 0.251 0.256 0.270 0.243 0.281 -0.653 0.326 0.291

=====

Formula: C3H9NO2
Source: the OMol25 dataset
Level of theory: wB97M-V/def2-TZVPD

Highest occupied orbital energy, Ha: -0.315
E_tot, hartree: -324.8546
HOMO-LUMO gap, eV: 9.3
Structure (SMILES): C=CO.NCO
Largest force on an atom, eV/A: 4.646

Element x y z (Å)
C: -1.4894 -0.2622 1.9156
C: -1.7901 -0.5621 0.5942
O: -1.7324 0.3878 -0.3257
H: -1.0073 -1.1031 2.4858
H: -1.7870 0.6792 2.3798
H: -1.8099 -1.6906 0.3390
H: -0.9652 0.9808 -0.2968
N: 1.8245 -0.5733 -0.2966
C: 1.2520 0.2820 -1.3924
O: 0.7100 1.4476 -0.8025
H: 1.2288 -0.4691 0.4403
H: 1.7419 -1.6181 -0.4542
H: 2.0479 0.5429 -2.1387
H: 0.4221 -0.1648 -1.9203
H: 1.3541 2.1230 -0.5277

In the Mulliken picture, each atom carries the following charge in e: -0.645 -0.020 -0.494 0.223 0.283 0.258 0.389 -0.650 -0.169 -0.593 0.256 0.250 0.325 0.267 0.318

=====

Formula: C3H9NO2
Source: the OMol25 dataset
Level of theory: wB97M-V/def2-TZVPD

Highest occupied orbital energy, Ha: -0.333
E_tot, hartree: -324.9417
HOMO-LUMO gap, eV: 9.9
Structure (SMILES): CC(=O)O.CN
Largest force on an atom, eV/A: 1.395

Element x y z (Å)
C: -0.6747 1.7986 2.0851
C: -0.7438 0.7814 0.9764
O: -0.1692 -0.2765 1.0071
O: -1.6333 1.0943 0.0219
H: -1.1065 2.7444 1.7695
H: 0.3536 1.9512 2.3504
H: -1.3138 1.4335 2.8687
H: -1.6291 0.3744 -0.6177
C: 1.4509 -1.1152 -1.3959
N: 0.1204 -1.6003 -1.7936
H: 2.1985 -1.9137 -1.2786
H: 1.3180 -0.5036 -0.5177
H: 1.9783 -0.5614 -2.1851
H: 0.2505 -2.4343 -2.3436
H: -0.3997 -1.7728 -0.9468

In the Mulliken picture, each atom carries the following charge in e: -1.015 0.749 -0.565 -0.445 0.336 0.290 0.272 0.342 -0.608 -0.536 0.255 0.218 0.257 0.220 0.228